1.
40
Properties=species:S:1:pos:R:3:mulliken_charge:R:1 method="wB97M-V/def2-TZVPD" charge=0
He -0.51 -0.03 -0.03 0.0165
O -3.31 -3.01 0.66 -0.6762
H -3.49 -3.62 1.37 0.3031
H -2.42 -3.22 0.38 0.3559
O -0.77 1.45 -2.11 -0.6001
H -0.40 0.73 -2.63 0.3152
H -1.67 1.53 -2.43 0.2871
O 2.24 -1.82 0.38 -0.5711
H 2.70 -2.21 -0.36 0.2404
H 2.80 -1.98 1.13 0.2982
O 2.15 0.57 1.85 -0.7068
H 1.83 -0.13 1.28 0.3386
H 1.91 1.38 1.39 0.4089
O 1.42 3.01 -2.50 -0.7238
H 0.68 2.48 -2.22 0.4340
H 1.03 3.74 -2.98 0.3028
O 0.14 0.10 3.88 -0.6587
H 0.83 0.23 3.22 0.4175
H -0.31 0.94 3.92 0.2800
O -2.22 3.37 0.25 -0.5841
H -1.29 3.60 0.34 0.2873
H -2.42 3.54 -0.67 0.2830
O 1.54 3.09 0.71 -0.6495
H 1.29 3.56 -0.09 0.3015
H 1.13 3.59 1.42 0.2991
O -0.04 -2.83 3.45 -0.6188
H -0.31 -1.92 3.34 0.3280
H -0.57 -3.31 2.81 0.2897
O 0.03 -0.93 -3.10 -0.5964
H 0.40 -0.84 -3.99 0.3266
H -0.56 -1.68 -3.16 0.2512
O -0.29 -3.36 0.41 -0.5869
H 0.33 -2.63 0.43 0.3288
H -0.07 -3.83 -0.39 0.2560
O -3.24 -0.28 0.67 -0.6138
H -3.26 -1.22 0.51 0.4033
H -2.46 0.02 0.20 0.2361
O 2.75 0.50 -2.53 -0.6590
H 2.00 0.03 -2.15 0.2493
H 2.42 1.39 -2.68 0.4070

***

2.
46
Properties=species:S:1:pos:R:3:mulliken_charge:R:1 method="wB97M-V/def2-TZVPD" charge=+2
Li -5.15 1.92 -1.19 0.9986
Zr -1.61 -2.78 1.21 1.6967
P -0.15 0.68 -0.50 0.6459
O -0.07 -0.68 -1.09 -0.3366
O -1.61 0.48 -0.06 -0.4044
O 0.41 1.94 -1.17 -0.4129
O 0.33 0.11 0.85 -0.2998
O 2.14 2.37 -5.80 -0.6192
H 1.48 1.72 -6.03 0.3184
H 1.88 2.69 -4.94 0.3013
O 4.09 -2.24 -2.35 -0.6193
H 3.17 -1.97 -2.33 0.2986
H 4.56 -1.47 -2.03 0.3230
O -1.87 -1.75 5.05 -0.6247
H -2.41 -1.08 5.47 0.3208
H -1.06 -1.76 5.55 0.3306
O -4.38 -3.51 -1.89 -0.6129
H -4.53 -4.30 -2.41 0.3261
H -5.13 -2.94 -2.10 0.3043
O -5.86 -1.82 2.29 -0.6406
H -5.95 -0.93 2.64 0.3239
H -6.71 -2.00 1.89 0.3281
O 5.74 -2.14 3.27 -0.6406
H 6.01 -1.88 4.15 0.3278
H 5.59 -1.31 2.81 0.3163
O -1.05 6.65 -1.83 -0.6242
H -1.54 6.49 -2.64 0.3155
H -0.47 5.90 -1.74 0.3101
O 3.11 2.83 3.48 -0.6228
H 3.22 3.56 2.86 0.3306
H 2.48 2.25 3.06 0.2908
O -0.64 -6.24 -1.05 -0.6265
H -0.14 -7.01 -0.79 0.3232
H -0.66 -6.27 -2.01 0.3226
O 1.58 -4.47 2.91 -0.6255
H 2.48 -4.14 2.80 0.3333
H 1.69 -5.36 3.22 0.3174
O -1.03 -0.91 -6.05 -0.6231
H -0.93 -1.76 -6.47 0.3318
H -0.93 -1.09 -5.12 0.2939
O 4.02 5.23 -0.37 -0.6189
H 4.69 4.96 -1.00 0.3248
H 3.23 4.78 -0.66 0.2972
O -3.00 5.67 3.57 -0.6331
H -2.31 6.29 3.82 0.3362
H -2.71 5.31 2.73 0.2971

***

3.
40
Properties=species:S:1:pos:R:3:mulliken_charge:R:1 method="wB97M-V/def2-TZVPD" charge=0
Ne 19.75 9.92 -4.77 0.0244
O 17.44 10.77 -3.37 -0.7963
H 17.60 11.70 -3.21 0.2683
H 16.48 10.68 -3.35 0.3054
O 17.12 11.46 -6.12 -0.7395
H 17.31 10.89 -6.86 0.4954
H 17.47 11.00 -5.36 0.3431
O 17.47 7.38 -6.30 -0.6525
H 17.39 8.12 -6.90 0.3369
H 17.07 6.65 -6.77 0.2865
O 19.48 12.77 -6.53 -0.6545
H 19.22 13.39 -7.21 0.2552
H 18.66 12.36 -6.25 0.4310
O 19.70 6.14 -5.30 -0.7056
H 18.92 6.60 -5.62 0.4070
H 19.60 6.14 -4.35 0.3803
O 22.30 11.63 -6.12 -0.6527
H 22.45 11.27 -5.24 0.3899
H 21.36 11.81 -6.15 0.3136
O 21.11 8.94 -1.85 -0.7174
H 21.40 9.63 -2.45 0.3607
H 20.41 9.34 -1.34 0.4042
O 19.20 6.62 -2.47 -0.6906
H 19.46 5.98 -1.80 0.3037
H 19.75 7.38 -2.30 0.4040
O 22.44 10.75 -3.25 -0.7534
H 22.43 11.69 -3.10 0.3328
H 23.36 10.51 -3.24 0.2993
O 20.80 8.13 -7.47 -0.5809
H 21.70 8.42 -7.33 0.3007
H 20.63 7.52 -6.75 0.3207
O 18.63 9.97 -0.92 -0.6546
H 18.27 9.27 -0.38 0.3440
H 18.01 10.06 -1.65 0.4019
O 19.62 14.05 -4.06 -0.6388
H 18.93 13.66 -3.53 0.2847
H 19.73 13.45 -4.80 0.3499
O 17.88 9.76 -8.24 -0.6917
H 17.48 9.23 -8.94 0.2992
H 18.82 9.68 -8.39 0.2857

***

4.
39
Properties=species:S:1:pos:R:3:mulliken_charge:R:1 method="wB97M-V/def2-TZVPD" charge=0
H -0.20 -0.89 -0.03 0.4073
H 0.74 0.12 -0.66 0.1122
H 1.15 -1.80 -1.81 0.3538
H 0.59 -2.78 -0.80 0.2381
H -1.59 0.75 0.98 0.3834
H -1.62 -0.13 -0.26 0.2818
H -3.53 -2.30 -1.97 0.3126
H -4.52 -3.42 -2.25 0.3171
H 4.75 -3.07 -0.61 0.3028
H 3.32 -2.57 -0.46 0.3026
H 2.89 2.34 2.88 0.2770
H 3.59 1.01 3.13 0.2860
H -4.92 0.17 -0.38 0.3044
H -4.03 0.93 0.59 0.3316
H 1.28 4.00 0.89 0.3163
H 1.22 4.07 -0.62 0.2868
H -2.97 -1.29 1.35 0.3824
H -1.48 -1.06 1.56 0.3288
H 2.54 0.55 1.31 0.3758
H 2.31 0.23 -0.16 0.2410
H -0.22 2.55 -0.50 0.4075
H -1.42 2.56 0.44 0.2423
H 0.79 3.01 2.35 0.1902
H -0.62 2.93 1.78 0.3669
H 1.15 -4.14 -3.15 0.2578
H 0.98 -2.70 -3.59 0.2662
O -0.01 0.05 -0.05 -0.5883
O 0.53 -1.86 -1.08 -0.6459
O -2.11 0.57 0.19 -0.6067
O -4.34 -2.49 -2.45 -0.6298
O 4.20 -2.29 -0.73 -0.5882
O 3.32 1.61 2.42 -0.5924
O -4.75 0.29 0.56 -0.6323
O 1.77 3.75 0.10 -0.5542
O -2.14 -1.76 1.49 -0.6768
O 2.86 0.76 0.43 -0.5630
O -0.72 3.13 0.08 -0.7120
O 0.21 2.44 1.83 -0.5237
O 1.01 -3.25 -2.80 -0.5593

***

5.
39
Properties=species:S:1:pos:R:3:mulliken_charge:R:1 method="wB97M-V/def2-TZVPD" charge=0
H -0.60 0.23 -0.37 0.1790
H 0.73 -0.49 -0.23 0.2651
H 3.78 0.80 -2.55 0.2997
H 2.45 0.47 -1.90 0.3305
H 1.43 3.04 1.37 0.2841
H 0.26 2.34 0.70 0.2941
H -2.71 -2.72 0.06 0.2592
H -1.77 -1.73 -0.60 0.2881
H -2.22 0.67 -1.86 0.3092
H -2.78 0.96 -0.48 0.2808
H -3.62 -2.21 -2.69 0.3064
H -4.16 -0.87 -2.24 0.3207
H -0.58 -2.48 3.09 0.2922
H 0.89 -2.53 3.49 0.3114
H 2.98 -1.52 1.16 0.3357
H 1.47 -1.60 1.33 0.1813
H -3.02 -1.56 2.01 0.2580
H -2.97 -0.31 2.86 0.3262
H -1.76 4.78 0.96 0.3359
H -2.67 4.03 0.00 0.3009
H 3.94 0.83 0.65 0.1908
H 2.99 0.46 1.77 0.3174
H 3.04 3.36 -1.30 0.3188
H 2.51 2.25 -2.17 0.2065
H 1.37 -3.92 -1.62 0.2988
H 2.56 -3.46 -0.80 0.3119
O 0.32 0.37 -0.11 -0.4194
O 3.37 0.19 -1.93 -0.5969
O 0.51 2.81 1.50 -0.6032
O -2.70 -1.99 -0.57 -0.5412
O -3.04 0.66 -1.35 -0.5526
O -4.07 -1.43 -3.02 -0.6267
O 0.14 -1.93 3.40 -0.6039
O 2.20 -0.97 1.29 -0.5624
O -3.58 -0.86 2.37 -0.5897
O -2.58 4.88 0.45 -0.6359
O 3.22 0.23 0.87 -0.4679
O 2.36 3.17 -1.95 -0.5908
O 2.33 -3.95 -1.60 -0.6122

***

6.
39
Properties=species:S:1:pos:R:3:mulliken_charge:R:1 method="wB97M-V/def2-TZVPD" charge=0
O 0.56 1.60 3.03 -0.6154
H 1.06 1.42 3.82 0.2770
H 0.98 1.94 2.32 0.3536
O 1.65 -1.68 3.28 -0.5996
H 2.14 -1.05 3.78 0.2657
H 1.56 -1.28 2.40 0.4382
O -1.04 2.64 0.68 -0.5837
H -1.08 3.46 0.21 0.2942
H -0.79 2.06 -0.02 0.2362
O -2.53 1.39 -2.65 -0.5848
H -2.83 1.49 -3.57 0.2655
H -3.03 2.07 -2.25 0.2656
O -0.28 -2.41 1.47 -0.5552
H -0.16 -3.14 2.04 0.2516
H -0.24 -2.78 0.58 0.2508
O -2.47 -0.97 -1.20 -0.6043
H -2.59 -0.12 -1.64 0.3568
H -3.20 -0.96 -0.61 0.2900
O 1.62 0.44 -2.50 -0.6870
H 1.02 0.32 -1.80 0.1085
H 1.02 0.25 -3.25 0.4195
O -0.49 -1.14 -3.39 -0.5527
H -0.04 -1.54 -4.13 0.2660
H -1.32 -0.87 -3.75 0.2249
O 0.53 -2.63 -1.28 -0.6949
H 1.38 -2.20 -1.39 0.3243
H 0.04 -2.03 -1.95 0.3410
O -0.19 0.25 -0.53 0.1827
H -0.09 0.09 0.41 -0.0395
H -1.00 -0.23 -0.71 0.2627
O 2.39 -0.42 1.08 -0.6447
H 2.64 -1.04 0.40 0.2635
H 2.12 0.44 0.71 0.3137
O -1.27 -0.39 3.19 -0.6956
H -0.89 -1.10 2.68 0.3723
H -0.54 0.22 3.04 0.3681
O 1.71 2.23 0.54 -0.6050
H 2.39 2.83 0.92 0.2425
H 1.20 2.82 0.00 0.2276

***

7.
39
Properties=species:S:1:pos:R:3:mulliken_charge:R:1 method="wB97M-V/def2-TZVPD" charge=0
O 1.09 3.05 0.33 -0.7616
H 0.29 3.39 -0.08 0.3483
H 1.20 2.17 -0.07 0.3243
O -1.43 -0.33 2.42 -0.5736
H -1.46 -0.57 3.35 0.2463
H -0.94 0.52 2.39 0.3810
O -3.10 2.83 -1.83 -0.6167
H -3.09 1.92 -1.49 0.3349
H -4.03 3.03 -1.95 0.2834
O 2.25 0.78 -1.86 -0.6741
H 2.73 0.63 -1.03 0.3415
H 1.63 0.03 -1.96 0.3220
O 0.00 0.50 -0.10 -0.0190
H -0.97 0.48 -0.02 0.1945
H 0.27 -0.42 0.01 0.1180
O 1.34 -1.75 -2.56 -0.6631
H 0.38 -1.81 -2.38 0.4087
H 1.40 -1.66 -3.51 0.2942
O -1.01 -3.27 -1.79 -0.6675
H -0.51 -4.00 -2.17 0.3149
H -0.54 -3.05 -0.97 0.3977
O 2.03 -0.36 3.26 -0.7099
H 1.53 -1.11 3.59 0.2961
H 1.37 0.35 3.16 0.4211
O 0.39 1.69 2.69 -0.7729
H 0.70 2.39 3.27 0.2808
H 0.62 1.99 1.78 0.4051
O -2.79 0.36 -0.18 -0.6280
H -3.01 -0.58 -0.16 0.2672
H -3.05 0.69 0.69 0.2747
O -1.79 -0.15 -3.06 -0.6373
H -1.25 0.61 -3.31 0.3382
H -2.17 0.09 -2.21 0.2658
O 0.29 -2.44 0.53 -0.6510
H 1.22 -2.50 0.77 0.2774
H -0.19 -2.83 1.28 0.2471
O 3.46 0.04 0.77 -0.6104
H 2.99 -0.07 1.62 0.3267
H 4.15 -0.64 0.76 0.2751

***

8.
39
Properties=species:S:1:pos:R:3:mulliken_charge:R:1 method="wB97M-V/def2-TZVPD" charge=0
O -1.33 -1.47 -3.48 -0.7179
H -1.46 -0.58 -3.11 0.3692
H -0.66 -1.83 -2.87 0.4933
O 2.35 2.77 1.38 -0.6376
H 1.97 3.63 1.22 0.3171
H 1.56 2.29 1.54 0.3191
O -2.29 -1.30 -0.17 -0.5495
H -2.75 -1.27 0.64 0.2999
H -2.75 -0.93 -0.93 0.2034
O 0.20 1.83 2.67 -0.5990
H -0.68 1.78 2.28 0.2979
H 0.16 2.64 3.12 0.2769
O 0.52 -2.05 -1.73 -0.8149
H 0.97 -1.25 -2.07 0.3166
H 1.25 -2.56 -1.44 0.2760
O 0.24 2.23 -0.99 -0.5718
H -0.05 2.88 -0.37 0.2531
H 0.70 2.70 -1.72 0.2819
O -1.90 0.81 -2.27 -0.6762
H -2.74 1.20 -2.07 0.2799
H -1.30 1.56 -2.34 0.2910
O 1.77 -3.33 0.34 -0.6562
H 1.67 -3.40 1.29 0.3029
H 2.31 -2.54 0.31 0.3248
O 3.22 1.28 -0.76 -0.6556
H 2.44 1.12 -1.27 0.2351
H 2.95 1.65 0.08 0.4222
O 2.10 -0.71 2.27 -0.6476
H 1.48 -0.46 1.55 0.3731
H 1.84 -0.19 3.02 0.2890
O 0.23 -0.11 0.42 -0.1320
H 0.06 0.67 -0.05 0.1877
H 0.02 -0.87 -0.19 0.1803
O -2.12 1.39 0.86 -0.6277
H -1.70 0.57 0.63 0.4162
H -2.63 1.64 0.08 0.2767
O -1.84 -3.63 1.58 -0.6370
H -1.23 -2.87 1.45 0.3374
H -2.58 -3.31 1.13 0.3024

***

9.
39
Properties=species:S:1:pos:R:3:mulliken_charge:R:1 method="wB97M-V/def2-TZVPD" charge=0
H -0.44 -1.06 0.27 0.3598
H 0.11 0.26 0.79 0.0986
H 1.81 1.30 -0.31 0.3150
H 1.22 -0.10 -0.38 0.3349
H -3.23 -0.45 1.25 0.2583
H -4.16 -1.01 0.19 0.2623
H 3.33 -0.96 -1.47 0.3330
H 3.75 -2.21 -2.22 0.2789
H 4.09 1.19 -0.41 0.2990
H 5.04 2.38 -0.49 0.2842
H -0.98 -3.59 -1.19 0.3097
H -2.16 -3.10 -2.02 0.3170
H 4.42 -0.68 2.04 0.2706
H 2.97 -0.48 2.45 0.3524
H -1.31 -2.08 -3.10 0.1916
H -0.92 -0.95 -4.03 0.2888
H 0.57 -0.29 2.70 0.4727
H 1.41 -1.54 2.92 0.2744
H -3.40 1.82 -1.30 0.4248
H -4.43 0.89 -0.69 0.2586
H -1.45 -0.90 3.12 0.3224
H -0.22 -1.80 3.03 0.3783
H 1.03 4.59 -0.55 0.3014
H -0.31 4.00 -0.96 0.2997
H -3.44 1.98 0.86 0.2935
H -3.43 3.14 -0.13 0.3493
O -0.71 -0.22 0.66 -0.5834
O 1.76 0.52 -0.88 -0.6040
O -3.35 -1.21 0.67 -0.4970
O 2.98 -1.67 -2.00 -0.6084
O 4.78 1.58 -0.97 -0.6229
O -1.94 -3.50 -1.17 -0.5845
O 3.55 -0.45 1.68 -0.5010
O -0.57 -1.51 -3.34 -0.5363
O 1.23 -0.84 2.27 -0.7642
O -4.32 1.79 -1.02 -0.7285
O -0.78 -1.34 3.66 -0.6900
O 0.34 3.98 -0.25 -0.6004
O -2.84 2.54 0.34 -0.6086

***

10.
39
Properties=species:S:1:pos:R:3:mulliken_charge:R:1 method="wB97M-V/def2-TZVPD" charge=0
O -8.05 26.10 7.30 -0.6345
H -8.46 26.95 7.07 0.2276
H -7.14 26.17 6.96 0.1774
O -6.80 24.75 9.33 -0.5946
H -5.85 24.83 9.19 0.2857
H -7.18 25.47 8.80 0.3741
O -2.96 22.33 6.35 -0.6305
H -3.59 22.20 7.08 0.3387
H -2.90 21.47 5.92 0.3202
O -6.14 19.55 6.84 -0.6143
H -5.55 20.17 6.37 0.3165
H -6.19 19.88 7.75 0.2963
O -8.83 21.64 4.47 -0.6155
H -8.40 22.00 5.25 0.3036
H -8.62 20.70 4.49 0.3045
O -6.72 23.69 6.02 -0.2202
H -7.23 24.15 6.71 0.1916
H -6.13 23.11 6.51 0.2597
O -4.85 22.42 8.48 -0.6120
H -4.66 22.94 9.26 0.2371
H -5.64 21.92 8.71 0.2558
O -4.99 26.15 7.16 -0.6023
H -5.30 25.89 6.28 0.3240
H -5.00 27.12 7.16 0.3054
O -5.21 20.84 4.58 -0.5188
H -4.87 21.70 4.30 0.3315
H -5.55 20.44 3.78 0.2263
O -10.34 24.92 8.29 -0.6449
H -9.54 25.31 7.88 0.3529
H -10.89 25.68 8.55 0.3129
O -5.29 23.47 3.39 -0.6677
H -6.04 23.76 3.94 0.2904
H -5.61 23.56 2.48 0.3158
O -10.61 24.87 5.00 -0.6298
H -9.91 24.83 5.66 0.3159
H -11.41 24.66 5.49 0.3190
O -9.12 22.75 9.51 -0.6509
H -9.72 23.51 9.39 0.3601
H -8.24 23.15 9.53 0.2931

***

11.
39
Properties=species:S:1:pos:R:3:mulliken_charge:R:1 method="wB97M-V/def2-TZVPD" charge=0
H 0.41 0.48 0.09 0.2395
H 1.81 0.80 -0.41 0.3546
H 2.67 -0.43 -2.06 0.2982
H 2.15 -0.86 -3.42 0.3009
H -2.07 -2.11 -2.22 0.3947
H -1.46 -0.85 -1.62 0.1323
H 4.25 -1.51 2.03 0.2761
H 5.44 -1.72 1.12 0.3196
H -0.16 -2.99 4.05 0.2978
H 0.26 -2.12 2.88 0.3203
H 6.35 1.15 -0.23 0.3197
H 5.65 -0.09 0.30 0.3588
H -2.05 -2.68 -0.33 0.5608
H -1.31 -3.62 -1.27 0.3343
H -4.31 -1.18 -2.61 0.3002
H -3.24 -0.20 -2.14 0.2895
H 1.12 2.39 -1.06 0.3113
H 0.54 3.23 -2.18 0.2857
H -3.67 4.15 1.34 0.3059
H -3.05 2.81 0.96 0.3197
H -4.39 0.62 1.92 0.2858
H -3.06 0.63 2.64 0.3113
H -0.10 3.80 0.99 0.2743
H -0.25 4.19 -0.47 0.2861
H -1.41 -0.82 0.50 0.2428
H -1.33 -1.90 1.57 0.3462
O 1.30 0.11 0.01 -0.4880
O 2.82 -1.07 -2.76 -0.6105
O -1.28 -1.79 -1.78 -0.5252
O 4.72 -1.11 1.30 -0.6473
O -0.23 -2.92 3.09 -0.6167
O 6.38 0.51 0.49 -0.6213
O -2.20 -3.32 -1.04 -0.7846
O -4.14 -0.50 -1.95 -0.6128
O 1.36 3.06 -1.70 -0.6789
O -2.88 3.61 1.47 -0.6194
O -3.44 0.54 1.76 -0.5852
O -0.03 3.45 0.10 -0.5775
O -1.15 -1.74 0.63 -0.6990

***

12.
42
Properties=species:S:1:pos:R:3:mulliken_charge:R:1 method="wB97M-V/def2-TZVPD" charge=0
H 0.36 -0.09 -0.19 0.1704
H -1.05 -0.64 -0.69 0.2397
H -3.61 3.42 -2.25 0.2897
H -2.69 4.08 -1.33 0.3200
H -0.49 -0.70 1.92 0.2384
H -0.28 0.77 1.70 0.2968
H 3.76 1.74 -0.69 0.2540
H 5.06 2.13 -0.57 0.2895
H 2.05 -3.89 -0.37 0.3023
H 1.53 -2.64 -0.63 0.2244
H -1.08 0.55 -3.43 0.2888
H -0.83 1.46 -2.24 0.3174
H 2.72 0.28 0.81 0.2236
H 2.74 -1.26 0.57 0.3016
H 4.19 -1.22 -0.68 0.3034
H 4.02 -0.81 -2.11 0.2457
H 2.32 3.76 2.28 0.2785
H 3.05 2.39 1.87 0.3605
H -0.42 -3.25 1.68 0.3052
H 0.49 -4.37 2.09 0.3108
H -4.26 -0.99 1.33 0.1677
H -3.62 0.42 1.20 0.2935
H -1.69 4.33 0.50 0.3152
H -2.37 3.03 1.16 0.2888
H -5.35 -1.61 -0.68 0.3115
H -5.69 -1.97 0.81 0.3595
H -0.10 -2.91 -2.66 0.2112
H -0.25 -1.71 -1.67 0.3058
O -0.49 0.19 -0.58 -0.5095
O -2.69 3.36 -1.93 -0.5703
O -0.90 0.16 2.09 -0.5159
O 4.38 1.76 0.01 -0.6052
O 1.94 -3.35 -1.12 -0.5358
O -0.35 0.76 -2.81 -0.5925
O 3.24 -0.53 0.66 -0.5501
O 4.00 -0.49 -1.19 -0.4231
O 2.75 3.00 2.56 -0.6282
O 0.04 -3.58 2.43 -0.6107
O -3.64 -0.40 1.74 -0.5153
O -2.35 3.59 0.40 -0.6206
O -6.01 -2.03 -0.15 -0.6208
O 0.27 -2.47 -1.84 -0.5158

***

| no. | calculated total energy (eV) |
| --- | --- |
| 1 | -27119.144 |
| 2 | -45974.314 |
| 3 | -30549.786 |
| 4 | -27034.439 |
| 5 | -27034.359 |
| 6 | -27039.665 |
| 7 | -27041.045 |
| 8 | -27039.481 |
| 9 | -27036.758 |
| 10 | -27040.191 |
| 11 | -27035.924 |
| 12 | -29113.370 |